1.
2 unconnected molecules or ions with the total composition C6H12 at a distorted geometry, computed with ωB97M-V/def2-TZVPD.

Geometry as XYZ:
```
18
Properties=species:S:1:pos:R:3:forces:R:3:mulliken_spin:R:1
C -3.36468 1.73096 0.53386 -0.5 -1.6 0.4 0.00
C -2.67938 0.39204 0.36460 0.4 -0.1 -0.6 0.00
C -1.38004 0.23103 0.12213 0.0 0.7 -1.3 0.00
H -4.42574 1.54555 0.35690 0.0 0.4 -0.3 0.00
H -2.96995 2.46598 -0.15617 0.1 0.3 0.3 0.00
H -3.32878 1.98574 1.59481 0.3 0.5 -0.2 0.00
H -3.30886 -0.49149 0.29905 0.0 0.0 0.5 0.00
H -0.93603 -0.68494 -0.25292 -0.3 -0.4 0.5 0.00
H -0.80683 1.11522 -0.17030 0.1 0.0 0.7 0.00
C 1.90664 -0.68091 -1.20334 -0.3 -0.7 0.7 0.05
C 2.50303 -1.44977 -0.08479 0.5 0.6 -1.4 0.29
C 3.42654 -0.85134 0.76595 0.5 -0.9 0.6 0.47
H 2.72084 -0.20208 -1.75633 -0.1 0.3 0.1 0.03
H 1.24667 0.05863 -0.72145 0.2 0.3 -0.4 0.02
H 1.29086 -1.28913 -1.85854 0.1 -0.1 0.0 0.00
H 2.34694 -2.52802 -0.06142 -0.3 0.1 0.6 0.05
H 3.58706 -1.22229 1.77661 -0.2 0.0 0.0 0.04
H 4.17170 -0.12517 0.45135 -0.5 0.4 -0.3 0.04
```
Positions in Å, forces in eV/Å.

Output
**E**: -235.38322 a.u.
**Lowest unoccupied orbital energy (spin up / spin down)**: -6.055 / -8.738 eV
**Total charge**: +1
**Max |F|**: 0.03278 hartree/bohr
**Multiplicity**: 2
**Energy above the lowest of the compared OMol25 structures with the same formula, charge and spin**: 255.3 kJ/mol

2.
A molecular structure, C6H12AlO14S2 at a distorted geometry, computed with ωB97M-V/def2-TZVPD.

Geometry as XYZ:
```
35
Properties=species:S:1:pos:R:3:forces:R:3:mulliken_charge:R:1
Al -0.89083 2.14517 1.55489 0.4 -0.9 -0.9 1.03
S 2.45322 3.02367 0.82712 -1.7 0.4 -0.7 1.33
O 1.46055 2.27547 -0.00391 -0.3 -0.1 -0.2 -0.44
O 3.03229 4.14358 0.07921 -0.7 1.5 -0.1 -0.56
O 1.73575 3.35068 2.05501 0.6 0.2 0.5 -0.67
O 3.66400 2.22773 0.90315 0.9 -1.7 1.1 -0.56
S -3.41403 0.07122 2.28127 -1.9 -1.5 0.4 1.13
O -3.29205 1.16482 3.23840 0.3 2.0 1.6 -0.53
O -3.32740 0.69477 0.95281 0.1 0.1 -0.9 -0.52
O -2.19104 -0.69111 2.54650 0.7 -1.0 -0.1 -0.44
O -4.66088 -0.70044 2.54103 1.7 0.9 -0.9 -0.64
C -1.72374 -1.88097 -0.25499 -0.7 2.3 -0.6 -0.10
O -1.28554 -1.40073 -1.62255 -0.2 -2.7 1.0 -0.40
C -1.05628 -0.15532 -1.89750 -0.7 2.4 4.3 0.82
O -1.08243 0.76877 -1.07075 0.0 -1.1 -1.5 -0.49
O -0.80515 -0.03220 -3.15870 0.2 0.5 -3.2 -0.39
C -0.82882 1.25848 -3.77819 0.4 1.5 0.3 -0.77
H -1.83782 -2.96467 -0.22908 0.5 0.3 -0.5 0.31
H -2.68372 -1.39999 -0.06737 -0.3 -0.3 -0.4 0.35
H -1.17508 -1.40636 0.55854 0.7 -0.4 -0.5 -0.40
H 0.14988 1.59896 -4.11629 0.4 -0.5 0.5 0.31
H -1.18294 2.04518 -3.11201 0.0 -0.4 0.4 0.29
H -1.41144 1.38566 -4.69059 -0.6 -1.2 0.1 0.31
C 2.81714 -0.08774 -1.21117 0.0 0.3 -1.0 -0.52
O 2.49427 -1.17516 -0.32996 1.1 -0.2 0.0 -0.39
C 1.67613 -1.10556 0.68547 -4.0 1.8 0.9 0.80
O 0.78866 -0.23189 0.88181 2.7 -2.3 -0.2 -0.44
O 1.78389 -2.22933 1.42843 0.5 -0.1 -1.2 -0.42
C 0.68182 -2.71519 2.22716 0.4 1.0 0.2 -0.45
H 3.36167 -0.52335 -2.04893 0.0 -0.5 0.2 0.28
H 3.48755 0.66725 -0.80051 -0.5 -0.2 0.6 0.28
H 1.93983 0.37263 -1.66559 -0.2 0.1 0.6 0.16
H -0.27190 -2.74573 1.70031 0.3 0.2 0.0 0.16
H 0.64065 -2.02198 3.06732 -0.5 -0.4 0.2 0.33
H 0.95379 -3.72649 2.52951 0.2 0.2 0.0 0.23
```
Positions in Å, forces in eV/Å.

Output
**E**: -2327.84361 a.u.
**Lowest unoccupied orbital energy**: -2.889 eV
**Total charge**: -1
**Max |F|**: 0.09667 hartree/bohr
**Energy above the lowest of the compared OMol25 structures with the same formula, charge and spin**: 522.7 kJ/mol

3.
A molecular structure, C6H12BCl6F6Hg2O2P at a distorted geometry, computed with ωB97M-V/def2-TZVPD.

Geometry as XYZ:
```
36
Properties=species:S:1:pos:R:3:forces:R:3:mulliken_spin:R:1
Hg 10.23155 -5.94936 -11.89128 -0.7 0.6 -1.1 0.00
Hg 7.54100 -2.38489 -13.98706 -0.3 0.4 -0.8 0.00
B 8.41240 -3.77170 -11.86286 -1.7 0.5 1.3 0.00
F 9.11089 -4.26449 -10.76986 1.2 -0.6 1.2 0.00
F 7.27292 -3.02105 -11.54957 0.4 0.1 -0.5 0.00
F 9.24399 -3.00783 -12.63640 1.7 0.9 0.0 0.00
F 8.05470 -4.87518 -12.57506 -0.7 -1.6 -0.8 0.00
O 8.68921 -3.77914 -15.14735 1.1 -1.9 -1.3 0.00
P 9.80562 -4.80125 -15.28855 -0.9 2.2 0.0 0.00
O 10.06729 -5.64040 -14.06227 0.7 -0.7 -0.5 0.00
F 11.08570 -3.86909 -15.52996 -1.2 -1.9 -0.3 0.00
F 9.65194 -5.68352 -16.65122 0.6 1.9 3.1 0.00
Cl 13.52789 -5.69809 -20.06077 -0.7 0.2 0.6 0.83
C 12.05420 -5.59083 -19.00867 0.3 -1.8 0.7 -0.04
C 11.76965 -6.97335 -18.34185 1.2 0.5 -0.2 -0.02
Cl 12.88452 -7.37668 -16.96268 -0.6 0.8 -0.7 0.09
H 11.22250 -5.29802 -19.64947 0.0 0.2 -0.5 0.05
H 12.19997 -4.77745 -18.29785 0.4 0.2 0.0 0.05
H 11.98417 -7.77600 -19.04743 -0.6 0.1 -0.1 0.00
H 10.74147 -6.94613 -17.98101 0.2 -0.3 -0.1 0.02
Cl 5.70958 -5.59316 -19.46788 0.7 -0.6 0.8 0.00
C 6.88854 -6.66644 -18.56477 0.0 0.6 -0.4 0.00
C 6.42342 -7.10073 -17.19658 0.0 -1.7 -1.6 0.00
Cl 6.24864 -5.81366 -16.04441 -0.3 0.4 0.5 0.00
H 7.83366 -6.12792 -18.49519 -0.1 0.1 -0.2 0.00
H 7.02357 -7.55532 -19.18103 0.0 0.1 0.0 0.00
H 7.09368 -7.86849 -16.81009 0.5 0.4 0.2 0.00
H 5.56093 -7.73224 -17.40967 -0.9 0.7 0.7 0.00
Cl 9.25756 -0.54858 -14.65437 -2.1 0.7 1.4 0.00
C 10.77563 -0.20019 -15.47850 1.2 0.2 -1.5 0.00
C 11.38837 1.09607 -14.94575 0.4 0.3 0.4 0.00
Cl 13.03306 1.27830 -15.61300 -0.2 -0.4 0.0 0.00
H 10.46723 -0.04997 -16.51311 0.3 -0.2 0.0 0.00
H 11.35446 -1.11474 -15.34940 0.3 0.5 -0.1 0.00
H 11.46453 1.11945 -13.85867 0.0 -0.2 -0.1 0.00
H 10.88838 2.01070 -15.26446 -0.5 -0.4 0.0 0.00
```
Positions in Å, forces in eV/Å.

Output
**E**: -4418.68181 a.u.
**Lowest unoccupied orbital energy (spin up / spin down)**: -13.994 / -14.968 eV
**Total charge**: +3
**Max |F|**: 0.07055 hartree/bohr
**Multiplicity**: 2

4.
A molecular structure, C6H12BF4N4O2S2Ti, computed with ωB97M-V/def2-TZVPD.

Geometry as XYZ:
```
32
Properties=species:S:1:pos:R:3:forces:R:3:mulliken_spin:R:1
Ti 0.09151 0.32733 -0.19028 -0.5 -0.3 -0.1 1.00
S -1.64362 -3.80770 -1.61633 0.0 -0.1 -0.1 0.00
C -0.89175 -2.46383 -1.23174 0.0 0.1 0.1 0.02
N -0.35345 -1.46438 -0.89074 0.1 -0.1 0.0 0.00
F -3.05174 1.16863 -2.14275 0.1 -0.1 0.0 0.00
B -2.07430 1.60820 -1.33017 -0.1 0.1 -0.1 -0.01
F -2.02649 0.79447 -0.08490 0.3 0.1 -0.1 -0.02
F -2.11566 2.91693 -0.97665 0.0 0.0 0.0 0.00
F -0.73200 1.28086 -1.84770 -0.1 0.2 -0.1 0.00
C -3.35320 -1.82323 1.44401 0.1 0.0 -0.1 0.00
N -2.08137 -1.54747 2.11761 0.1 0.1 0.1 0.00
C -1.14793 -2.67315 2.17793 -0.1 0.0 0.0 0.00
C -1.68340 -0.29482 2.37821 0.0 -0.2 -0.2 0.02
S -0.00109 0.12744 2.21981 0.2 0.2 0.1 -0.02
N -2.58222 0.60501 2.76105 -0.1 0.1 0.1 0.00
C -2.34634 2.04447 2.70772 0.0 0.0 0.0 0.00
C -3.83654 0.22107 3.40335 0.0 0.1 0.0 0.00
H -3.13641 -2.47738 0.59823 0.0 0.0 0.0 0.00
H -3.76874 -0.89697 1.05651 0.0 0.0 0.0 0.00
H -4.07426 -2.31295 2.09854 0.0 0.0 0.0 0.00
H -1.71844 -3.55685 2.46276 0.0 0.0 0.0 0.00
H -0.38651 -2.48231 2.92655 0.0 0.0 0.0 0.00
H -0.67280 -2.85297 1.21494 0.0 0.0 0.0 0.00
H -1.51300 2.26707 2.05444 0.0 0.0 0.0 0.00
H -2.13746 2.42678 3.70804 0.0 0.0 0.0 0.00
H -3.24342 2.52402 2.31762 0.0 0.0 0.0 0.00
H -3.76328 -0.79436 3.77997 0.0 0.0 0.0 0.00
H -4.68534 0.29822 2.72405 0.0 0.0 0.0 0.00
H -4.00142 0.89505 4.24325 0.0 0.0 0.0 0.00
O 1.36242 2.01391 -0.34654 -0.5 0.0 0.1 -0.02
N 2.36664 1.31785 -0.60806 0.8 0.2 0.1 0.05
O 2.13925 0.09597 -0.41341 -0.3 -0.3 -0.2 -0.03
```
Positions in Å, forces in eV/Å.

Output
**E**: -2675.76378 a.u.
**Lowest unoccupied orbital energy (spin up / spin down)**: -0.830 / -0.493 eV
**Max |F|**: 0.01582 hartree/bohr
**Multiplicity**: 2
**Energy above the lowest of the compared OMol25 structures with the same formula, charge and spin**: 14.5 kJ/mol

5.
A single C6H12Br2O2 molecule at a distorted geometry, computed with ωB97M-V/def2-TZVPD.

Geometry as XYZ:
```
22
Properties=species:S:1:pos:R:3:forces:R:3:mulliken_charge:R:1
Br 3.13888 -2.37588 2.32610 -0.7 -0.1 0.0 -0.19
C 1.40280 -2.37321 1.39881 -0.4 -0.1 1.3 -0.45
O 1.39552 -1.25624 0.62493 0.2 1.0 -1.6 -0.26
C 0.32117 -1.14929 -0.32670 -0.2 0.9 0.7 -0.93
C 0.56787 0.04474 -1.24586 1.2 0.8 1.3 -0.68
C -0.60623 0.77385 -1.85325 1.0 -0.5 1.1 -0.60
C -1.26826 1.72964 -0.86936 0.7 0.9 -1.7 -0.71
O -1.79537 1.19660 0.32188 1.8 0.6 0.3 -0.35
C -0.80922 1.31233 1.39871 -1.7 1.8 -0.6 -0.14
Br -1.94348 1.79507 2.91513 0.5 -0.1 0.2 -0.18
H 1.34249 -3.31366 0.89832 0.2 -0.6 -0.8 0.37
H 0.54801 -2.36579 2.10463 0.7 0.1 0.3 0.33
H 0.29904 -1.91605 -1.03660 0.0 -2.2 -0.4 0.48
H -0.60474 -1.14174 0.25367 -0.3 0.2 -0.4 0.48
H 1.16880 -0.29516 -2.08215 0.5 -0.1 0.2 0.45
H 1.14915 0.73419 -0.61388 0.2 0.1 -0.5 0.34
H -0.23261 1.25663 -2.76173 -0.3 0.4 0.3 0.37
H -1.19285 -0.04444 -2.17884 -1.7 -0.4 -0.5 0.34
H -0.59136 2.54738 -0.65265 1.0 -0.1 0.5 0.38
H -1.88965 2.34448 -1.49727 -1.9 -0.2 0.3 0.46
H -0.01271 2.13037 1.30413 -1.4 -1.2 -0.3 0.34
H -0.38726 0.36617 1.57198 0.6 -1.0 0.5 0.14
```
Positions in Å, forces in eV/Å.

Output
**E**: -5534.24252 a.u.
**Lowest unoccupied orbital energy**: 0.779 eV
**Max |F|**: 0.04926 hartree/bohr
**Energy above the lowest of the compared OMol25 structures with the same formula, charge and spin**: 128.8 kJ/mol

6.
2 unconnected molecules or ions with the total composition C6H12BrNO2 at a distorted geometry, computed with ωB97M-V/def2-TZVPD.

Geometry as XYZ:
```
22
Properties=species:S:1:pos:R:3:forces:R:3:mulliken_charge:R:1
C -1.66027 0.30099 -1.50602 -0.8 -0.7 1.4 0.42
C 2.73858 -1.61248 0.72432 -0.8 1.0 -0.5 -1.20
C -1.16016 1.32058 -0.59568 0.6 0.0 -0.1 -0.39
C 2.16748 -0.46054 -0.16891 1.5 0.3 2.2 -0.84
C 0.36636 1.26039 -0.50386 -0.8 0.3 1.4 -1.00
C 0.86299 0.07484 0.28204 1.3 1.2 -0.7 -0.54
N -3.48311 -0.72193 0.21124 0.8 0.3 -1.2 -0.33
O -1.50900 -0.33871 -2.43160 -0.2 -0.1 -0.3 -0.25
O -3.12331 0.16149 1.20409 0.2 -0.2 2.6 -0.37
Br -5.29146 -0.19033 -0.28412 -0.1 0.0 -0.3 -0.19
H 3.05698 -1.16981 1.68682 -0.4 -0.6 -0.2 0.31
H 3.62602 -1.91216 0.19035 0.4 -0.6 0.1 0.36
H 2.00960 -2.46523 0.83323 0.8 0.9 0.0 0.32
H -1.40433 1.04900 0.41227 -1.5 0.2 0.5 0.27
H -1.51422 2.29815 -0.93307 -0.3 -0.2 0.2 0.44
H 2.14343 -0.76368 -1.14848 -0.3 -0.9 -2.5 0.51
H 2.86704 0.37298 -0.16059 0.5 0.0 0.1 0.35
H 0.78716 1.27581 -1.43402 1.2 0.0 -2.6 0.56
H 0.62715 2.19362 -0.02610 0.3 0.3 0.2 0.38
H 0.24190 -0.72094 0.23810 -2.7 -2.4 -0.1 0.49
H 0.99730 0.28712 1.29230 -0.2 0.7 2.0 0.40
H -3.34612 -0.23917 2.11769 0.3 0.6 -2.0 0.31
```
Positions in Å, forces in eV/Å.

Output
**E**: -3014.84648 a.u.
**Lowest unoccupied orbital energy (spin up / spin down)**: -0.463 / -0.463 eV
**Max |F|**: 0.07083 hartree/bohr
**Energy above the lowest of the compared OMol25 structures with the same formula, charge and spin**: 518.8 kJ/mol